# 1
# C17H39AsCl8F6N3O4

C17H39AsCl8F6N3O4 as an isolated structure (wB97M-V/def2-TZVPD, the Open Molecules 2025 dataset).

The geometry in XYZ format:
```
78
Properties=species:S:1:pos:R:3:forces:R:3:mulliken_charge:R:1
As -4.9286 -12.2180 18.8575 0.822 0.659 -0.044 2.035
F -5.0357 -12.4649 17.0642 0.155 0.113 1.778 -0.520
F -3.3380 -12.9781 18.9025 -0.851 0.167 -0.152 -0.470
F -4.7542 -11.8463 20.6298 -0.752 -0.575 -1.730 -0.523
F -6.5536 -11.4492 18.7417 1.677 -0.704 0.484 -0.490
F -5.6416 -13.8439 19.1868 0.374 1.795 -0.302 -0.508
F -4.0197 -10.6430 18.6010 -1.455 -1.431 -0.047 -0.527
Cl -11.2046 -17.7496 21.6967 -0.143 -0.859 -0.097 -0.182
C -10.4804 -16.2735 22.2641 -0.203 1.523 -0.959 -0.419
C -11.3648 -15.4915 23.2016 1.144 0.645 1.240 -0.378
Cl -11.0740 -16.1346 24.8560 -0.456 -0.105 0.338 -0.207
H -10.3200 -15.6274 21.4011 -0.166 -0.135 -0.311 0.274
H -9.4694 -16.4050 22.6495 -0.345 -0.376 0.392 0.347
H -12.4371 -15.3487 23.0683 0.187 -0.740 -0.493 0.351
H -10.9459 -14.4871 23.2626 0.010 0.059 -0.123 0.214
Cl 2.4541 -12.7805 20.3074 0.080 -0.056 0.218 -0.186
C 2.2362 -13.7002 21.8340 0.965 -1.140 -0.407 -0.356
C 2.8763 -15.1161 21.6934 -0.966 -0.538 0.632 -0.524
Cl 4.6595 -15.1820 21.5677 -0.350 0.350 -0.451 -0.184
H 1.1564 -13.7697 21.9655 0.203 -0.143 0.257 0.288
H 2.7348 -13.1536 22.6344 -0.251 0.043 -0.098 0.294
H 2.3515 -15.7364 20.9668 0.565 0.620 -1.051 0.352
H 2.7106 -15.8141 22.5140 -0.261 0.876 0.892 0.316
Cl -0.3112 -5.5401 23.3085 -0.061 -1.176 -0.211 -0.183
C -0.5407 -7.3123 22.9663 -0.624 -0.857 -1.014 -0.483
C -1.1961 -8.0786 24.1188 -0.661 1.671 -0.820 -0.375
Cl 0.0454 -8.3098 25.3001 0.542 -0.659 1.271 -0.185
H 0.3784 -7.7969 22.6368 0.446 0.461 0.659 0.333
H -1.1283 -7.4631 22.0608 -0.540 0.732 0.099 0.307
H -1.7552 -8.9754 23.8517 0.744 -0.284 -0.290 0.311
H -1.9735 -7.4305 24.5235 0.137 0.088 0.283 0.274
Cl -4.5262 -13.9315 28.0310 -0.432 0.391 0.520 -0.194
C -4.4762 -14.8413 26.5333 1.664 -0.716 -0.745 -0.358
C -2.9748 -15.1042 26.2756 -0.408 0.273 -1.166 -0.493
Cl -2.8122 -15.9904 24.6787 -0.046 0.010 0.792 -0.215
H -4.8002 -14.2496 25.6771 -0.467 -0.015 0.350 0.300
H -5.0191 -15.7820 26.6254 -0.108 0.267 0.034 0.304
H -2.4352 -15.6207 27.0694 -0.259 -0.121 -0.205 0.360
H -2.5025 -14.1501 26.0418 0.063 -0.087 0.407 0.297
C -10.1311 -8.6609 23.3089 -0.958 0.595 0.484 -1.273
C -9.2574 -8.2305 24.4584 1.364 -2.063 -0.601 0.404
C -8.8299 -9.3911 25.3858 0.531 0.336 0.018 -1.206
O -8.0596 -7.6550 23.8881 -0.533 0.849 1.034 -0.559
H -9.7282 -9.4381 22.6595 0.133 0.007 0.166 0.353
H -10.3414 -7.7522 22.7448 -0.011 -0.148 -0.363 0.334
H -11.0816 -8.9662 23.7466 -0.179 -0.384 -0.287 0.360
H -9.8368 -7.5597 25.0926 0.546 0.738 -0.289 0.275
H -8.1651 -10.1306 24.9393 -0.321 -0.078 -0.716 0.299
H -9.6649 -9.9216 25.8433 -0.041 0.166 0.111 0.345
H -8.1535 -8.9738 26.1318 -0.390 0.160 0.450 0.321
H -7.7589 -8.2156 23.1692 -0.121 -0.192 -0.027 0.347
O -9.3236 -19.0544 14.0118 0.203 -1.227 -0.168 -0.639
C -8.6249 -18.3159 14.6763 -1.878 -0.425 -0.333 0.703
N -8.9898 -17.0432 14.7766 0.555 3.238 1.020 -0.365
C -7.4209 -18.7083 15.4521 0.015 0.386 -0.538 -0.935
H -9.8732 -16.6110 14.5468 0.058 -0.870 -0.441 0.209
H -8.3573 -16.3869 15.2117 -0.082 -0.146 0.137 0.170
H -7.2319 -19.7166 15.0839 0.721 0.148 0.577 0.265
H -7.5637 -18.5769 16.5246 -0.259 -0.546 -0.029 0.291
H -6.6920 -17.9340 15.2127 0.687 -0.531 -0.199 0.303
O 0.7051 -5.2018 16.1897 0.314 0.964 -0.601 -0.635
C -0.3965 -5.7098 16.1251 -0.917 2.418 0.170 0.588
N -0.5022 -7.0037 16.3218 -0.128 -1.543 -0.054 -0.386
C -1.7209 -4.9584 15.8838 0.317 -0.351 0.767 -0.843
H 0.4514 -7.3106 16.4503 -0.400 -1.172 0.562 0.248
H -1.3481 -7.3943 16.7116 0.468 -0.434 -0.170 0.236
H -1.7974 -4.0837 16.5298 0.455 0.260 -0.359 0.266
H -2.5454 -5.5754 16.2411 -0.123 -0.222 -0.457 0.307
H -1.8416 -4.7074 14.8300 -0.006 0.043 0.157 0.220
O -6.0727 -11.8596 9.6993 -0.644 1.127 -2.328 -0.618
C -5.9258 -11.6395 10.8682 0.289 -0.204 0.413 0.604
N -5.7056 -12.7435 11.6046 0.150 -0.790 2.218 -0.375
C -5.8806 -10.2670 11.5374 -0.189 -0.874 0.831 -0.813
H -5.8865 -13.6368 11.1694 0.160 0.326 -0.147 0.219
H -5.6018 -12.7638 12.6091 -0.066 0.263 -0.149 0.188
H -5.9666 -10.3995 12.6159 0.242 -0.078 0.136 0.302
H -6.7466 -9.6472 11.3052 0.348 -0.001 -0.665 0.263
H -4.9080 -9.8122 11.3497 -0.279 0.231 -0.265 0.231
```
Positions in Å, forces in eV/Å.

The LUMO energy comes out at 1.689 eV. Its spin multiplicity is 1. As for the charge: -1.

---

# 2
# C5H7N3

One molecule with the formula C5H7N3 (wB97M-V/def2-TZVPD, the Open Molecules 2025 dataset).

The geometry in XYZ format:
```
15
Properties=species:S:1:pos:R:3:forces:R:3:nbo_charge:R:1
N -1.3389 0.5938 1.3146 -0.845 2.820 -0.922 -0.834
C -0.3509 0.4584 0.3152 -2.083 -0.628 -0.264 0.178
C 0.3459 1.4504 -0.2478 1.653 2.939 0.442 -0.322
C 1.4633 1.2146 -0.9323 3.510 -2.409 -3.725 0.012
N 1.8518 -0.0398 -1.3015 1.355 0.528 0.975 -0.450
C 1.1873 -1.0344 -0.7982 -2.830 -2.186 -1.572 0.030
C -0.1300 -0.7777 -0.2850 0.142 -1.306 3.688 0.051
N -1.0878 -1.6085 0.3874 0.496 -0.695 1.314 -0.867
H -1.6214 1.6763 1.3946 0.463 -3.562 -0.107 0.393
H -2.1043 -0.1264 1.1475 0.904 1.885 0.143 0.418
H 0.3132 2.4757 -0.0761 -1.140 1.771 1.004 0.218
H 2.2650 1.8406 -1.4087 -1.686 0.690 0.996 0.217
H 1.4826 -2.1173 -1.0746 -0.380 1.803 0.542 0.189
H -1.0291 -1.4560 1.4593 0.081 -1.034 -2.447 0.382
H -1.2468 -2.5497 0.1055 0.359 -0.616 -0.068 0.385
```
Positions in Å, forces in eV/Å.

Its SMILES is Nc1ccncc1N. As for the energy relative to the best compared isomer or geometry (same formula, charge and spin): 62.37 kcal per mole. The LUMO energy comes out at 0.839 eV. Its spin multiplicity is 1.

---

# 3
# C7H20BrO4V

C7H20BrO4V as an isolated structure (wB97M-V/def2-TZVPD, the Open Molecules 2025 dataset).

The geometry in XYZ format:
```
33
Properties=species:S:1:pos:R:3:forces:R:3:lowdin_spin:R:1
O 2.5931 -1.3433 1.0248 1.044 2.417 -3.595 -0.339
V 2.8066 -0.6317 -0.3900 -4.106 -3.343 2.899 1.436
Br 0.3245 0.2857 -0.9907 2.684 -0.912 0.564 -0.088
C -1.8486 4.3060 -3.5409 0.910 -1.686 0.864 0.000
C -1.0993 4.0831 -2.1454 -1.539 0.412 -0.641 0.000
C -1.9214 3.2619 -1.0882 1.000 0.606 -1.124 -0.002
O 0.1909 3.4610 -2.3816 -0.922 0.457 0.011 -0.002
H -2.8908 4.6247 -3.5601 0.242 0.702 0.685 0.000
H -1.9505 3.3174 -3.9887 0.384 -0.196 -0.287 0.000
H -1.1939 4.9093 -4.1698 -0.289 0.071 -0.028 0.000
H -0.9549 5.1077 -1.8026 0.435 -0.128 0.503 0.000
H -2.2423 2.3432 -1.5792 -0.278 -0.099 0.139 -0.001
H -2.7656 3.8111 -0.6712 -0.006 -0.045 -0.261 0.000
H -1.2558 3.0055 -0.2640 0.001 0.001 0.155 0.000
H 0.2193 2.6831 -1.8198 0.061 0.020 -0.043 -0.001
C 0.4129 -3.5371 -0.3417 -0.133 -1.052 0.421 0.000
C 1.7474 -3.8085 -1.0330 -0.807 -1.203 2.520 -0.001
O 2.2774 -2.5600 -1.4289 1.314 2.848 -1.226 -0.001
H 0.5597 -2.8097 0.4567 -0.242 0.223 -0.188 0.000
H 0.0463 -4.4280 0.1682 0.347 -0.287 0.086 0.000
H -0.4477 -3.3164 -0.9732 0.375 0.567 -0.368 0.000
H 1.7205 -4.5738 -1.8087 0.024 0.589 -0.510 -0.001
H 2.4784 -4.1531 -0.3016 -0.168 -0.226 0.083 0.000
H 1.6225 -2.1961 -2.0291 -0.335 0.280 -0.601 0.001
C 0.0025 -2.0632 4.5333 -0.076 0.550 -0.201 0.000
C 0.4379 -0.8162 3.7444 -0.337 -1.046 -0.111 0.000
O -0.2382 -0.8864 2.4849 -0.470 0.114 -0.044 -0.001
H -0.9881 -1.9846 4.9813 -0.074 0.484 -0.127 0.000
H 0.6808 -2.2220 5.3716 0.157 -0.399 -0.246 0.000
H -0.0989 -2.8897 3.8299 0.561 -0.249 0.233 0.000
H 1.4950 -0.8534 3.4814 0.326 0.019 0.631 0.000
H 0.2125 0.0688 4.3394 -0.028 0.292 -0.316 0.000
H 0.0676 -0.1953 1.8928 -0.055 0.218 0.125 0.000
```
Positions in Å, forces in eV/Å.

As for the energy relative to the best compared isomer or geometry (same formula, charge and spin): 30.63 kcal per mole. The LUMO energy (spin up / spin down) comes out at -7.682 / -6.890 eV. Its spin multiplicity is 2. As for the charge: +1.

---

# 4
# C41H46AsNO7W

C41H46AsNO7W as an isolated structure (wB97M-V/def2-TZVPD, the Open Molecules 2025 dataset).

The geometry in XYZ format:
```
97
Properties=species:S:1:pos:R:3:forces:R:3:lowdin_spin:R:1
W 1.0100 0.9408 0.6019 0.360 0.724 -0.045 0.947
C 3.3983 2.2488 -1.3222 -0.077 0.051 0.000 0.001
C 2.3076 3.2791 -1.1893 -0.027 -0.072 -0.013 0.002
O 1.6519 3.0782 0.0807 -0.149 0.014 0.222 0.009
C 2.1455 3.8076 1.2343 0.054 -0.031 -0.002 0.001
C 3.1161 2.9328 2.0043 -0.032 -0.049 -0.049 0.002
O 2.6213 1.5543 1.9677 0.162 -0.064 0.127 0.017
C 3.6079 0.5981 2.4276 -0.061 -0.018 0.062 0.002
C 2.9367 -0.7342 2.2547 -0.029 0.032 -0.084 0.003
O 2.3227 -0.7246 0.9121 0.161 -0.224 0.131 0.002
C 3.1745 -1.2453 -0.1711 -0.038 0.111 0.013 0.001
C 3.7769 -0.0778 -0.9236 0.016 0.012 0.079 0.001
O 2.8425 1.0181 -0.7900 -0.080 -0.090 -0.236 0.018
H 3.6808 2.0968 -2.3652 -0.027 -0.001 -0.009 0.000
H 4.2901 2.4946 -0.7419 -0.002 0.021 -0.006 0.000
H 2.6817 4.2991 -1.2640 0.035 -0.011 -0.002 0.000
H 1.5338 3.1352 -1.9415 0.020 -0.013 0.001 0.000
H 2.6229 4.7294 0.9043 0.041 -0.016 0.011 0.000
H 1.2746 4.0592 1.8291 -0.008 -0.004 -0.013 0.000
H 4.1173 2.9231 1.5706 -0.014 0.035 -0.036 0.001
H 3.1820 3.2433 3.0474 0.003 0.018 -0.006 0.000
H 4.5155 0.7078 1.8306 -0.007 -0.020 -0.014 0.000
H 3.8389 0.7910 3.4764 -0.002 -0.002 -0.002 0.000
H 3.6173 -1.5793 2.3218 0.025 0.014 0.012 0.000
H 2.1261 -0.8653 2.9681 -0.021 0.026 -0.019 0.001
H 3.9221 -1.8969 0.2741 0.064 0.035 -0.033 0.000
H 2.5218 -1.8467 -0.7942 0.005 0.004 0.016 0.000
H 4.7390 0.2473 -0.5235 -0.006 -0.023 0.048 0.001
H 3.8946 -0.3248 -1.9803 0.005 0.004 0.000 0.000
C -4.3197 -0.2478 -2.9268 -0.018 0.001 -0.009 -0.001
C -3.4351 0.7844 -3.2077 -0.017 0.008 -0.001 0.000
C -2.1246 0.7134 -2.7572 0.012 -0.008 -0.013 -0.001
C -1.7031 -0.3917 -2.0090 -0.011 0.083 -0.006 -0.003
C -2.5881 -1.4352 -1.7440 0.018 -0.054 -0.011 0.000
C -3.8930 -1.3569 -2.2064 -0.010 -0.001 0.008 0.000
As 0.1676 -0.5595 -1.5327 -0.065 -0.532 0.080 -0.004
C 0.5223 -2.4465 -1.5706 0.072 -0.029 -0.194 -0.003
C 0.2596 -3.4388 -0.6354 -0.028 0.050 0.070 0.000
C 0.5801 -4.7560 -0.9325 0.019 -0.032 -0.008 0.000
C 1.1622 -5.0706 -2.1551 -0.008 -0.019 0.005 -0.001
C 1.4544 -4.0767 -3.0784 -0.009 0.026 0.034 0.000
C 1.1491 -2.7504 -2.7918 -0.012 -0.005 0.048 -0.001
C 1.4727 -1.5972 -3.6646 0.010 0.098 0.002 0.000
C 2.0833 -1.6812 -4.9117 0.007 0.021 0.021 0.000
C 2.3345 -0.5273 -5.6404 0.011 -0.008 -0.022 -0.001
C 1.9736 0.7218 -5.1473 0.021 0.016 -0.001 0.000
C 1.3593 0.8256 -3.9070 -0.048 0.038 0.038 0.000
C 1.1240 -0.3283 -3.1731 0.038 -0.188 -0.069 0.004
H -5.3348 -0.2024 -3.2988 0.000 -0.001 0.001 0.000
H -3.7548 1.6279 -3.8050 -0.002 0.002 0.002 0.000
H -1.4285 1.4977 -3.0346 -0.003 -0.018 -0.022 0.000
H -2.2562 -2.3359 -1.2418 0.015 0.021 0.044 0.000
H -4.5728 -2.1820 -2.0378 -0.001 0.001 0.012 0.000
H -0.1673 -3.2203 0.3371 -0.047 0.035 -0.036 0.000
H 0.3806 -5.5392 -0.2136 -0.007 0.007 0.004 0.000
H 1.4011 -6.1004 -2.3852 0.003 0.001 -0.001 0.000
H 1.9230 -4.3461 -4.0152 0.004 0.009 -0.007 0.000
H 2.3573 -2.6404 -5.3298 0.000 -0.008 0.005 0.000
H 2.8055 -0.6021 -6.6116 -0.004 -0.004 0.000 0.000
H 2.1567 1.6085 -5.7394 -0.008 0.003 -0.001 0.000
H 1.0377 1.7990 -3.5544 -0.005 -0.021 0.017 0.000
C -4.4600 -3.7304 1.5182 0.070 0.064 -0.050 0.004
O -3.4674 -2.6669 1.4017 0.010 0.022 0.035 0.119
C -3.8284 -1.4161 1.6009 -0.018 -0.063 -0.042 0.159
C -5.1364 -0.9804 1.8193 -0.010 0.012 0.002 -0.003
C -5.3654 0.3521 2.0569 -0.018 -0.019 0.000 0.154
C -4.2984 1.2916 2.0722 0.026 0.006 0.000 0.103
C -3.0095 0.8957 1.8635 -0.007 0.046 0.013 0.026
C -2.7251 -0.4685 1.6250 0.014 0.047 -0.076 0.153
N -1.4955 -0.9727 1.4151 0.054 -0.028 0.044 0.213
C -0.1906 -0.4732 1.8678 -0.371 -0.026 -0.093 0.003
C -0.2825 0.2169 3.2057 0.081 0.016 0.208 0.006
C -0.5476 -0.3562 4.4468 -0.038 -0.079 -0.108 0.002
C -0.6379 0.4644 5.5633 -0.014 0.024 0.034 -0.001
C -0.4773 1.8440 5.4516 0.020 0.027 -0.009 0.003
C -0.2080 2.4371 4.2214 -0.010 -0.167 0.084 -0.001
C -0.1130 1.5836 3.1424 0.167 0.136 -0.257 0.006
O 0.1100 2.0354 1.8433 -0.083 0.183 0.090 -0.003
H -5.1831 -3.6389 0.7104 -0.026 -0.024 0.021 0.002
H -4.9387 -3.6699 2.4930 -0.015 -0.021 -0.005 0.002
H -3.8973 -4.6519 1.4278 -0.026 -0.011 -0.010 0.000
H -5.9568 -1.6831 1.8116 0.002 0.011 0.001 -0.003
H -6.3741 0.7003 2.2364 -0.007 -0.016 -0.005 0.006
H -4.5255 2.3337 2.2526 0.012 0.003 0.002 0.003
H -2.2095 1.6197 1.8745 -0.014 -0.023 -0.008 -0.001
H -1.5080 -1.9488 1.1476 -0.053 -0.047 0.077 0.005
H 0.4068 -1.3790 1.9577 -0.017 -0.040 -0.139 0.000
H -0.6907 -1.4262 4.5476 0.002 0.001 0.000 0.000
H -0.8407 0.0303 6.5328 0.002 -0.006 -0.002 0.000
H -0.5630 2.4651 6.3333 -0.002 -0.003 0.003 0.000
H -0.0956 3.5085 4.1206 -0.001 0.004 -0.005 0.000
C -1.1625 3.2460 -0.5130 -0.049 -0.122 0.149 0.002
O -0.6576 1.8611 -0.5120 0.001 0.072 0.013 0.036
H -2.2245 3.1970 -0.7397 0.001 0.022 -0.015 0.000
H -0.6389 3.7966 -1.2876 0.010 0.028 0.019 0.001
H -1.0063 3.6790 0.4687 0.023 0.002 -0.008 0.000
H -1.3977 1.2685 -0.7541 -0.014 0.017 -0.099 0.002
```
Positions in Å, forces in eV/Å.

As for the energy relative to the best compared isomer or geometry (same formula, charge and spin): 24.72 kcal per mole. The LUMO energy (spin up / spin down) comes out at -11.992 / -12.462 eV. Its spin multiplicity is 3. As for the charge: +4.